(1)
Formula: C3H3N3O2
Source: OMol25
Level of theory: ωB97M-V/def2-TZVPD

Geometry (Å):
O  -3.216838  0.028014  0.159423
C  -2.038290  0.301365  -0.073598
N  -1.073375  -0.701689  -0.096369
C  0.133896  -0.256506  -0.090714
N  0.572831  1.091973  -0.030980
C  1.867906  0.974932  0.071365
N  2.305413  -0.336689  -0.052463
O  1.173462  -1.143055  0.034814
H  -1.656309  1.334378  -0.356870
H  2.538433  1.801054  0.164845
H  3.049725  -0.709019  0.454501

Force components x, y, z for each atom (eV/Å):
2.281 0.971 -0.377
-2.192 -0.160 -0.321
1.473 0.244 -0.014
-1.576 0.347 0.830
1.626 -1.243 0.101
-1.372 -1.354 -0.525
-1.167 1.867 -0.635
-0.118 0.651 -0.523
-0.736 -0.844 0.441
0.458 0.204 0.016
1.323 -0.683 1.006

Its structure (SMILES) is O=C/N=c1\nc[nH]o1. The value obtained for the maximum force is 0.0488 hartree/bohr.

(2)
Formula: C3H3N3O2
Source: OMol25
Level of theory: ωB97M-V/def2-TZVPD

Geometry (Å):
C  0.810919  -0.160483  -0.095154
C  -0.922849  1.219338  -0.160578
C  -1.892015  -0.150904  -0.263960
H  2.949048  0.151934  0.694694
H  2.169668  -1.351007  0.102142
H  -1.545934  2.197145  0.224968
N  2.138611  -0.305652  -0.258738
N  0.379625  1.227409  -0.127355
N  0.198062  -1.299415  0.078859
O  -3.063414  -0.225467  0.052477
O  -1.221721  -1.302903  -0.247359

Force components x, y, z for each atom (eV/Å):
-0.838 1.228 0.085
-1.583 0.936 1.290
0.030 1.027 3.015
-3.604 -0.998 -3.764
0.877 2.004 -1.634
1.556 -2.380 -1.622
5.168 -2.288 5.307
-3.425 -2.396 0.062
-1.116 1.351 -1.191
1.332 1.477 -1.564
1.602 0.038 0.016

The value obtained for the maximum force is 0.1508 hartree/bohr.

(3)
Formula: C3H3N3O2
Source: OMol25
Level of theory: ωB97M-V/def2-TZVPD

Geometry (Å):
C  -0.329417  -0.699590  -0.134911
C  0.957082  -0.866601  1.303438
C  -0.033047  1.652318  -0.745344
H  -2.282692  -1.389580  -0.865166
H  1.614805  -1.294646  1.987141
H  0.385146  2.455230  -0.129208
N  -0.121864  -1.475044  0.897816
N  1.438620  0.284520  0.797972
N  0.454314  0.325560  -0.241251
O  -1.076484  -0.844376  -1.371339
O  -1.006464  1.852209  -1.499148

Force components x, y, z for each atom (eV/Å):
-3.688 -1.675 -4.859
4.335 2.152 2.471
-3.552 -0.290 -1.083
5.045 2.163 -2.296
0.553 -0.825 1.633
0.614 -0.130 -0.344
-1.460 -0.411 -2.174
-3.059 -2.090 -1.147
1.530 4.983 -0.581
-4.367 -2.756 5.910
4.049 -1.122 2.471

The value obtained for the maximum force is 0.1526 hartree/bohr.

(4)
Formula: C3H3N3O3
Source: OMol25
Level of theory: ωB97M-V/def2-TZVPD

Geometry (Å):
C  -1.734905  -0.539239  -0.765431
C  0.647990  -0.482674  -1.376957
C  0.967466  0.417833  -0.277708
H  0.064983  1.474098  2.271333
H  1.531675  0.387883  1.790060
H  1.311413  -1.144222  -2.322629
N  0.234394  0.550425  2.090577
N  -0.155653  0.550608  0.687053
N  -0.476700  -1.176027  -1.376591
O  -1.449502  -0.217294  0.528061
O  -2.960705  -0.565984  -1.240494
O  2.019547  0.744593  -0.007273

Force components x, y, z for each atom (eV/Å):
-3.441 -1.844 -1.333
-2.391 -5.459 -3.808
-7.329 -2.689 -0.198
0.166 3.070 1.302
-4.626 1.121 1.909
-0.762 2.858 3.573
4.374 -3.857 -4.450
0.080 -0.375 -0.277
-1.335 3.227 -0.926
0.952 1.141 -0.490
7.910 0.197 2.706
6.402 2.610 1.992

The value obtained for the maximum force is 0.1626 hartree/bohr.

(5)
Formula: C3H3N3OS
Source: OMol25
Level of theory: ωB97M-V/def2-TZVPD

Geometry (Å):
O  -1.536228  0.174074  -1.409431
C  -0.917310  0.459020  -0.426439
S  -1.202333  2.035133  0.284990
N  0.053085  -0.544367  0.340157
N  1.226052  -0.084528  0.870382
C  2.185170  -1.103073  0.661157
C  1.536395  -2.006136  -0.316088
N  0.119817  -1.735764  -0.334975
H  -0.287151  1.977379  1.216505
H  3.249362  -0.635950  0.821754
H  1.946724  -2.842401  -0.963393

Force components x, y, z for each atom (eV/Å):
1.295 -0.525 1.261
-0.412 -0.538 0.423
-0.150 -0.117 -0.411
0.303 -0.078 -1.678
0.402 -2.562 -0.557
-2.174 3.587 -2.464
-2.588 0.152 1.458
5.356 1.028 0.019
0.718 -0.125 0.743
-2.083 -1.884 -0.183
-0.666 1.060 1.389

Its structure (SMILES) is O=C(S)n1nccn1. The value obtained for the maximum force is 0.1061 hartree/bohr.

(6)
Formula: C3H3N3S
Source: OMol25
Level of theory: ωB97M-V/def2-TZVPD

Geometry (Å):
S  -2.262505  0.110945  0.062442
C  -0.453097  0.112924  -0.175819
N  0.323520  1.238862  -0.229162
C  1.678897  1.086069  0.191527
C  2.121384  -0.219410  -0.029925
N  1.410327  -1.178961  -0.001801
N  0.079953  -1.180853  -0.101256
H  -1.974099  -1.314730  0.630394
H  2.266316  1.909013  0.432093
H  3.128154  -0.400223  0.349283

Force components x, y, z for each atom (eV/Å):
2.222 -2.745 0.780
1.635 -1.119 0.042
1.379 -0.258 2.743
-5.708 -1.955 -4.229
6.280 7.470 3.597
-6.143 -8.712 -1.388
0.139 3.036 0.424
-1.027 2.964 -1.311
0.717 1.474 0.181
0.506 -0.155 -0.837

Its structure (SMILES) is Sc1nccnn1. The value obtained for the maximum force is 0.2091 hartree/bohr.

(7)
Formula: C3H3N3S
Source: OMol25
Level of theory: ωB97M-V/def2-TZVPD

Geometry (Å):
H  -2.180235  -1.581411  0.008204
N  -2.210361  -0.554200  -0.019446
C  -1.016661  -0.095149  -0.038202
N  -0.762453  1.306987  -0.094467
C  0.539925  1.379217  0.010123
C  1.258017  0.080687  -0.067484
S  2.848947  -0.220337  -0.038843
N  0.171208  -0.802239  -0.060902
H  1.074582  2.285604  0.165089
H  0.277028  -1.799156  0.135925

Force components x, y, z for each atom (eV/Å):
-0.129 0.331 0.029
1.123 -0.004 0.074
-2.146 -0.288 -0.628
2.476 -0.495 0.859
-1.688 0.020 -0.552
-1.414 -0.898 0.745
-0.263 0.036 -0.092
1.945 -0.055 0.099
0.238 0.714 -0.237
-0.143 0.639 -0.297

Its structure (SMILES) is [H]/N=C1/N=CC(=S)N1. The value obtained for the maximum force is 0.0519 hartree/bohr.

(8)
Formula: C3H3N5
Source: OMol25
Level of theory: ωB97M-V/def2-TZVPD

Geometry (Å):
H  -2.080620  0.660962  -1.243213
N  -1.028621  0.702634  -1.417717
C  -0.523546  -0.308463  -0.837081
N  -1.173317  -0.950442  0.011458
C  -0.917595  -0.544897  1.241758
N  0.146689  0.362761  1.504710
C  1.084205  0.781972  0.741284
N  1.733442  0.126603  -0.342424
N  0.919005  -0.421305  -0.997787
H  -1.718059  -0.563230  2.110807
H  1.759890  1.588844  0.948959

Force components x, y, z for each atom (eV/Å):
1.626 0.233 -0.374
-1.423 -0.355 -0.848
4.165 5.937 -4.561
-3.760 -3.947 7.863
-0.009 0.667 -0.425
-1.170 0.545 0.075
1.442 -0.085 1.352
-0.110 1.677 2.769
-2.440 -4.761 -5.237
2.026 -0.841 -1.896
-0.348 0.930 1.283

Its structure (SMILES) is [H]/N=c1\ncncnn1. The value obtained for the maximum force is 0.1861 hartree/bohr.

(9)
Formula: C3H3N5
Source: OMol25
Level of theory: ωB97M-V/def2-TZVPD

Geometry (Å):
H  2.375321  -0.788790  0.814383
N  2.133565  0.180414  0.656864
C  1.198357  0.254878  -0.148874
N  0.465948  1.417368  -0.510617
C  -0.784944  1.399135  -0.235317
N  -1.593980  0.342075  0.304973
C  -1.231807  -0.896070  0.290843
N  -0.157943  -1.547061  -0.419543
N  0.812670  -0.918427  -0.894387
H  -1.363121  2.280909  -0.548697
H  -1.854063  -1.724426  0.690367

Force components x, y, z for each atom (eV/Å):
0.555 -0.266 -0.228
0.261 0.597 1.123
-1.348 0.877 -1.006
0.268 -0.850 0.637
-0.525 -0.957 -0.678
0.950 0.009 -0.282
0.639 -0.316 0.400
-0.604 1.038 -1.299
-0.371 -0.782 0.912
0.142 -0.438 0.450
0.034 1.090 -0.028

Its structure (SMILES) is [H]/N=c1/ncncnn1. The value obtained for the maximum force is 0.0369 hartree/bohr.

(10)
Formula: C3H3N9
Source: OMol25
Level of theory: ωB97M-V/def2-TZVPD

Geometry (Å):
C  0.236330  -0.110301  0.667638
N  -0.391164  1.274268  0.511976
C  0.488586  2.211511  -0.048208
N  0.851931  3.338145  0.577138
N  1.835366  3.825837  -0.163946
N  1.957234  3.053520  -1.272367
N  1.178960  1.996333  -1.171957
C  -1.878268  1.377656  0.223075
N  -2.663859  2.451814  0.016774
N  -3.884486  1.944866  -0.116912
N  -3.873760  0.658311  0.119262
N  -2.646460  0.249678  0.291274
H  0.915226  -0.526885  -0.210345
H  0.991231  -0.043114  1.506181
H  -0.520225  -0.901111  0.718958

Force components x, y, z for each atom (eV/Å):
0.992 0.520 -1.336
-2.087 -1.403 -0.446
-0.026 0.015 0.318
0.441 -0.770 0.186
-0.650 -0.194 -1.861
1.413 0.752 1.062
-0.701 0.544 0.165
0.972 -1.604 0.642
1.886 -0.390 -0.368
-0.862 0.166 0.695
-0.942 0.294 -0.852
2.100 0.304 0.440
-1.351 1.491 1.018
-1.161 -0.274 -0.430
-0.025 0.548 0.766

Its structure (SMILES) is CN(c1nn[n-]n1)c1nn[n-]n1. Its net charge is -2. The value obtained for the maximum force is 0.0497 hartree/bohr.

Taking the records one at a time from the top gives LUMO values of -0.07, -0.89, -0.71, -1.30, -0.26, -0.72, -1.60, -1.27, -1.51, 6.70 eV.
Taking the records one at a time from the top gives HOMO values of -9.62, -9.99, -10.16, -10.28, -10.34, -9.29, -9.48, -9.27, -9.64, -0.58 eV.
Taking the records one at a time from the top gives energy above the lowest of the compared OMol25 structures with the same formula, charge and spin values of 3.454, 6.126, 5.497, 8.744, 3.847, 3.813, 0.681, 3.991, 2.213, 0.168 eV.